{
  "formula": "C26H54O13S4Si2",
  "method": "wB97M-V/def2-TZVPD",
  "mol_weight_da": 759.14,
  "orbital_gap_ev": 10.337,
  "homo_ha": -0.36327,
  "lumo_ev": 0.45,
  "total_energy_ha": -4172.7262,
  "elements": ["C", "C", "O", "C", "O", "C", "C", "C", "Si", "C", "C", "C", "C", "O", "O", "O", "Si", "H", "H", "H", "H", "H", "H", "H", "H", "H", "H", "H", "H", "H", "H", "H", "H", "H", "H", "H", "H", "H", "H", "C", "C", "C", "S", "O", "O", "C", "H", "H", "H", "H", "H", "H", "H", "H", "C", "C", "C", "S", "O", "O", "C", "H", "H", "H", "H", "H", "H", "H", "H", "C", "C", "C", "S", "O", "O", "C", "H", "H", "H", "H", "H", "H", "H", "H", "C", "C", "C", "S", "O", "O", "C", "H", "H", "H", "H", "H", "H", "H", "H"],
  "xyz": [[0.68598, 2.23398, 2.61625], [-0.86228, 1.72994, 2.23869], [-1.35716, 2.72215, 1.24332], [-2.47201, 3.51594, 1.79093], [-3.64618, 3.50448, 1.10070], [-2.42674, 4.44940, 3.14378], [-1.13835, 5.48835, 3.18247], [-1.27884, 6.71865, 2.08543], [0.01957, 6.44239, 0.65666], [1.70436, 7.19532, 1.20486], [2.31329, 8.34466, 0.20755], [3.74831, 7.86566, -0.48206], [3.56337, 7.12454, -1.93468], [3.97193, 7.74329, -3.07260], [2.95630, 5.77352, -2.13566], [-0.60002, 7.03377, -0.87757], [-1.44085, 5.66403, -1.59809], [1.46160, 1.36402, 2.50024], [0.72071, 2.71677, 3.70186], [1.03745, 3.10694, 1.88322], [-1.52732, 1.67189, 3.20932], [-0.71433, 0.66894, 1.71675], [-2.43344, 3.84717, 4.14720], [-3.39264, 5.15098, 3.14734], [-0.19038, 4.87430, 2.87542], [-1.06410, 5.99599, 4.23901], [-0.97596, 7.71613, 2.63811], [-2.38258, 6.86932, 1.68666], [0.22028, 4.97451, 0.57172], [1.58503, 7.66595, 2.27634], [2.51247, 6.32282, 1.25783], [1.50911, 8.68323, -0.57450], [2.59377, 9.27433, 0.89730], [4.37614, 8.85995, -0.68407], [4.36140, 7.13501, 0.21689], [2.55682, 5.57433, -1.22122], [-0.81534, 5.31677, -2.89396], [-2.86848, 5.92516, -1.88389], [-1.41017, 4.44124, -0.78086], [-3.21546, -2.97828, -1.10412], [-3.60225, -1.54113, -1.44994], [-2.99635, -0.63323, -0.38098], [-1.53961, -1.47387, 0.22142], [-1.75463, -1.83203, 1.60765], [-0.35919, -0.75859, -0.22068], [-1.73035, -2.93815, -0.77613], [-3.42647, -3.66530, -1.92880], [-3.78454, -3.31390, -0.22893], [-3.19131, -1.27924, -2.43252], [-4.68822, -1.41633, -1.50466], [-2.71099, 0.33811, -0.79279], [-3.68018, -0.49466, 0.46095], [-1.38877, -3.81452, -0.22269], [-1.13049, -2.80663, -1.68162], [-5.01148, -7.92417, -2.76703], [-3.92714, -8.79092, -2.12864], [-2.68898, -7.91500, -1.94477], [-3.28421, -6.24053, -1.76168], [-2.83500, -5.46508, -2.89879], [-3.07384, -5.80639, -0.39504], [-5.01118, -6.61984, -1.98379], [-5.99066, -8.41091, -2.73673], [-4.76056, -7.73190, -3.81704], [-4.27434, -9.14863, -1.15169], [-3.70110, -9.67096, -2.73883], [-2.12397, -8.19915, -1.05340], [-2.03997, -7.94974, -2.82412], [-5.50865, -5.80298, -2.50937], [-5.45411, -6.75559, -0.99261], [5.54559, -0.71472, 4.31886], [4.10012, -0.52615, 4.77672], [3.85686, 0.97522, 4.92094], [4.96652, 1.77392, 3.77099], [5.93547, 2.54219, 4.52400], [4.19644, 2.34757, 2.68547], [5.75463, 0.28464, 3.19088], [5.73638, -1.73981, 3.98808], [6.22796, -0.49331, 5.14819], [3.42126, -0.93888, 4.02059], [3.90174, -1.05034, 5.71681], [2.82571, 1.24112, 4.67490], [4.10202, 1.32553, 5.92734], [6.80735, 0.47763, 2.97748], [5.23786, -0.03477, 2.28095], [2.22942, -5.10753, -4.66504], [1.29070, -3.91357, -4.49810], [-0.05622, -4.45259, -4.01921], [0.29755, -5.95782, -3.12436], [-0.27700, -7.07104, -3.85015], [0.05104, -5.74242, -1.71252], [2.05686, -5.94679, -3.40782], [3.26831, -4.79186, -4.79805], [1.93565, -5.68821, -5.54762], [1.70205, -3.22848, -3.74685], [1.18183, -3.35091, -5.43054], [-0.55959, -3.74515, -3.35539], [-0.70870, -4.70355, -4.86002], [2.42383, -6.96847, -3.51957], [2.53158, -5.46776, -2.54631]]
}